{
  "formula": "C34H23F9O4P",
  "method": "ωB97M-V/def2-TZVPD",
  "species": ["C", "C", "P", "C", "F", "F", "C", "F", "F", "C", "F", "F", "C", "F", "F", "F", "H", "H", "H", "H", "H", "H", "H", "C", "C", "C", "C", "C", "C", "C", "O", "C", "C", "C", "C", "C", "C", "C", "O", "H", "H", "H", "H", "H", "H", "H", "H", "C", "C", "C", "C", "C", "C", "C", "O", "C", "C", "C", "C", "C", "C", "C", "O", "H", "H", "H", "H", "H", "H", "H", "H"],
  "coordinates": [[-4.1459, 3.0899, 3.3411], [-3.5503, 4.3238, 3.6978], [-3.4639, 5.8995, 2.6176], [-5.1174, 6.6080, 3.3887], [-4.8595, 7.9957, 3.6421], [-5.4011, 5.8902, 4.5991], [-6.4019, 6.3954, 2.4536], [-6.5589, 4.9956, 2.3313], [-6.0584, 6.9632, 1.2006], [-7.7268, 7.1227, 2.9609], [-7.6092, 7.6873, 4.2413], [-8.0264, 8.2098, 2.1023], [-9.0356, 6.2157, 2.9871], [-9.2847, 5.5170, 1.8219], [-10.1314, 7.0998, 3.1420], [-9.0202, 5.4374, 4.1328], [-4.0266, 2.5558, 2.3548], [-4.7509, 2.5661, 4.1555], [-3.0860, 4.3690, 4.7463], [-4.1476, 5.2854, 1.5050], [-3.3193, 7.1216, 1.8232], [-2.7070, 6.5640, 3.6701], [-2.1866, 5.4150, 2.0775], [1.6530, -1.8453, -0.9138], [0.4802, -1.1777, -1.2599], [-0.2328, -0.4760, -0.2953], [0.2188, -0.4494, 1.0233], [1.3800, -1.1380, 1.3752], [2.1026, -1.8269, 0.4006], [1.8445, -1.1590, 2.7825], [2.8617, -1.7579, 3.0897], [1.0490, -0.4486, 3.8099], [1.4411, -0.5066, 5.1472], [0.7081, 0.1679, 6.1166], [-0.4134, 0.9104, 5.7536], [-0.8112, 0.9667, 4.4236], [-0.0863, 0.2793, 3.4500], [-0.5392, 0.3166, 2.0406], [-1.5206, 0.9606, 1.7230], [2.2142, -2.3856, -1.6695], [0.1229, -1.2029, -2.2839], [-1.1424, 0.0464, -0.5713], [3.0132, -2.3527, 0.6659], [2.3152, -1.0802, 5.4360], [1.0121, 0.1171, 7.1568], [-0.9807, 1.4424, 6.5097], [-1.6896, 1.5437, 4.1470], [4.0626, -1.7146, -6.7363], [4.5193, -2.3840, -7.8692], [4.8900, -3.7206, -7.7862], [4.8164, -4.3900, -6.5654], [4.3819, -3.7126, -5.4257], [3.9941, -2.3759, -5.5164], [4.3454, -4.3972, -4.1124], [3.9627, -3.8076, -3.1180], [4.7899, -5.8073, -4.0269], [4.8157, -6.4477, -2.7882], [5.2187, -7.7748, -2.6999], [5.5886, -8.4700, -3.8488], [5.5697, -7.8342, -5.0841], [5.1794, -6.4983, -5.1745], [5.1968, -5.8196, -6.4909], [5.5243, -6.4257, -7.4960], [3.7648, -0.6738, -6.8041], [4.5842, -1.8632, -8.8184], [5.2400, -4.2384, -8.6726], [3.6429, -1.8482, -4.6364], [4.5258, -5.9128, -1.8903], [5.2428, -8.2692, -1.7349], [5.8961, -9.5079, -3.7800], [5.8633, -8.3789, -5.9747]],
  "forces_ev_per_angstrom": [[0.940, 1.420, 1.432], [-0.798, -3.100, -0.130], [2.737, -0.509, -1.169], [-0.333, -0.153, 0.395], [-1.362, -2.210, 0.064], [-0.185, 1.955, -1.166], [1.966, 0.425, -0.037], [-0.421, 2.815, 0.043], [-1.079, -1.330, 2.046], [-0.886, 1.312, -0.385], [-0.011, -1.317, -2.250], [0.550, -1.967, 1.390], [-1.531, 0.984, 0.752], [0.748, 0.926, 2.460], [1.802, -1.705, -0.268], [-0.071, 0.751, -2.549], [-1.049, 1.354, 0.686], [1.633, -0.075, -0.896], [-1.628, 0.418, -0.914], [-0.372, -0.330, 0.206], [-0.413, 0.105, 0.046], [-0.391, 0.115, 0.494], [0.215, 0.082, -0.184], [0.018, 0.004, 0.095], [-0.004, 0.071, 0.241], [0.042, -0.093, -0.251], [0.178, -0.205, -0.278], [-0.047, -0.039, -0.330], [-0.046, -0.039, -0.227], [0.666, -0.362, 0.271], [-0.179, 0.087, -0.083], [-0.123, 0.097, 0.242], [-0.060, 0.083, 0.240], [0.025, -0.045, -0.214], [0.071, -0.087, -0.158], [-0.123, 0.078, 0.148], [0.095, 0.011, 0.402], [-0.849, 0.594, -0.191], [0.273, -0.274, 0.031], [-0.011, 0.027, 0.079], [0.024, 0.015, 0.083], [0.094, 0.027, 0.210], [-0.124, 0.095, 0.122], [-0.062, 0.037, -0.203], [-0.008, 0.002, -0.090], [0.029, -0.025, -0.098], [0.091, -0.051, -0.138], [0.026, -0.138, 0.087], [0.015, -0.167, 0.116], [-0.043, 0.222, -0.104], [-0.053, 0.312, -0.058], [-0.018, 0.211, -0.264], [-0.006, 0.153, -0.148], [-0.275, 0.437, 0.674], [0.052, -0.117, -0.176], [0.118, -0.336, 0.105], [0.049, -0.211, 0.106], [-0.041, 0.155, -0.114], [-0.034, 0.164, -0.098], [0.036, -0.160, 0.171], [0.019, -0.211, 0.253], [0.243, -0.424, -0.749], [-0.065, 0.128, 0.230], [0.022, -0.092, 0.022], [-0.012, -0.054, 0.077], [-0.037, -0.089, 0.190], [0.079, -0.184, -0.005], [-0.016, 0.073, -0.199], [-0.013, 0.057, -0.079], [-0.026, 0.090, -0.015], [-0.053, 0.208, 0.007]],
  "mulliken_charge": [-0.798, -0.183, -0.181, 0.392, -0.333, -0.306, 0.542, -0.263, -0.288, 0.441, -0.278, -0.292, 0.633, -0.228, -0.273, -0.226, 0.194, 0.186, 0.210, -0.103, 0.083, -0.035, 0.104, -0.211, -0.537, -0.479, 0.037, 0.097, -0.833, 0.598, -0.691, 0.487, -0.722, -0.348, -0.641, -0.386, -0.027, 0.489, -0.635, 0.553, 0.413, 0.471, 0.466, 0.448, 0.382, 0.432, 0.653, -0.555, -0.443, -0.609, 0.382, 0.153, -0.545, 0.493, -0.635, 0.186, -0.539, -0.529, -0.428, -0.596, 0.275, 0.538, -0.684, 0.410, 0.387, 0.459, 0.525, 0.495, 0.396, 0.391, 0.456],
  "fmax_ha_per_bohr": 0.0623,
  "charge": -1,
  "e_tot_ha": -2850.4190
}